# C30H34F3NO4S

C30H34F3NO4S in the gas phase in a non-equilibrium geometry (the ωB97M-V functional and the def2-TZVPD basis, the Open Molecules 2025 dataset).

Calculated values
SMILES string: Cc1cc(C)c([C@H](C)C[C@H](c2c(C)cc(C)cc2C)[C@H](c2ccc([N+](=O)[O-])cc2)S(=O)(=O)C(F)(F)F)c(C)c1
HOMO-LUMO gap in eV: 7.36
Calculated total energy in eV: -60324.0622

Cartesian coordinates (Å):
C -0.7709 -6.0772 1.1720
C -0.4281 -4.9656 0.2285
C 0.6093 -4.0824 0.5537
C 1.0317 -3.1311 -0.3679
C 2.3635 -2.4772 -0.1576
C 0.2065 -2.8237 -1.4648
C 0.4641 -1.6066 -2.3180
C 1.4345 -1.9739 -3.4842
C 0.8485 -0.2914 -1.5702
C 0.2403 0.1900 -0.2137
C -0.9205 1.1088 -0.4842
C -2.1806 0.8304 0.0693
C -2.5951 -0.5701 0.4089
C -3.0636 1.8647 0.3234
C -2.8192 3.1706 -0.0675
C -3.7189 4.3074 0.3052
C -1.6056 3.4067 -0.7362
C -0.6621 2.4108 -0.9739
C 0.5904 2.7864 -1.7072
C 0.7344 0.6352 1.4118
C 1.3074 2.0323 1.5343
C 0.4984 3.1602 1.8988
C 0.9357 4.4585 1.6674
C 2.2152 4.6653 1.1056
N 2.4349 5.8663 0.3497
O 3.5566 6.0880 -0.1579
O 1.4631 6.6474 0.2192
C 3.1267 3.5824 0.9838
C 2.6637 2.2681 1.2097
S 1.4531 -0.2758 2.9297
O 2.3415 0.5136 3.7507
O 1.8238 -1.5901 2.4683
C -0.0554 -0.5972 3.9847
F 0.2571 -1.3291 5.0682
F -0.9555 -1.2839 3.2289
F -0.6289 0.5793 4.3521
C -0.7918 -3.7663 -1.8529
C -1.4925 -3.7155 -3.1827
C -1.0925 -4.7977 -0.9820
H -1.5473 -6.7317 0.7555
H 0.0874 -6.7152 1.3925
H -1.1384 -5.7185 2.1328
H 1.1261 -4.1816 1.4980
H 2.9786 -2.4968 -1.0730
H 2.2618 -1.4413 0.1763
H 2.9092 -3.0037 0.6396
H -0.4803 -1.3797 -2.8284
H 1.1425 -2.9196 -3.9807
H 1.4749 -1.1951 -4.2552
H 2.4389 -2.1258 -3.1047
H 1.9606 -0.2913 -1.4721
H 0.7434 0.4747 -2.3773
H -0.0632 -0.8197 0.2326
H -3.6532 -0.6144 0.7000
H -2.4472 -1.2839 -0.4101
H -2.0482 -0.9647 1.2809
H -4.0253 1.6455 0.8189
H -3.1767 5.2282 0.4925
H -4.4030 4.5151 -0.5216
H -4.3318 4.0654 1.1682
H -1.3854 4.4308 -1.0492
H 0.7641 3.8636 -1.6300
H 1.4480 2.2898 -1.2493
H 0.5562 2.5337 -2.7788
H -0.3157 0.6961 1.8467
H -0.5003 3.0055 2.3470
H 0.2831 5.3238 1.8106
H 4.1438 3.8067 0.6532
H 3.3621 1.4368 1.0796
H -2.0988 -4.6210 -3.2908
H -2.1666 -2.8621 -3.2339
H -0.7986 -3.6641 -4.0264
H -1.9199 -5.5030 -1.2460